{"formula": "C23H18N3ORh", "method": "the ωB97M-V functional and the def2-TZVPD basis", "elements": ["Rh", "O", "C", "C", "C", "C", "C", "C", "C", "N", "C", "C", "N", "H", "H", "H", "H", "H", "H", "H", "N", "C", "C", "C", "C", "C", "C", "C", "H", "H", "H", "H", "C", "C", "C", "C", "C", "C", "C", "H", "H", "H", "H", "H", "H", "H"], "coordinates": [[0.47, -0.22, 0.46], [0.56, 1.13, -1.12], [-0.47, 1.35, -1.84], [-0.35, 1.35, -3.25], [-1.41, 1.64, -4.07], [-2.67, 1.91, -3.53], [-2.82, 1.96, -2.16], [-1.76, 1.69, -1.30], [-1.92, 1.82, 0.14], [-1.26, 1.18, 1.09], [-1.71, 1.64, 2.28], [-2.66, 2.58, 2.07], [-2.80, 2.69, 0.71], [0.63, 1.14, -3.66], [-1.28, 1.65, -5.14], [-3.51, 2.11, -4.18], [-3.79, 2.18, -1.75], [-1.32, 1.26, 3.20], [-3.25, 3.16, 2.75], [-3.40, 3.33, 0.22], [3.52, -0.46, 7.24], [3.15, -0.42, 6.15], [2.67, -0.40, 4.83], [1.38, -0.86, 4.56], [0.90, -0.85, 3.27], [1.68, -0.38, 2.20], [2.97, 0.07, 2.48], [3.47, 0.06, 3.78], [0.76, -1.21, 5.38], [-0.11, -1.22, 3.09], [3.60, 0.44, 1.68], [4.46, 0.42, 3.99], [-0.79, -2.08, -0.13], [-0.04, -2.16, -1.34], [1.36, -2.42, -1.32], [2.10, -2.40, -2.48], [1.48, -2.16, -3.70], [0.11, -1.96, -3.75], [-0.64, -1.95, -2.60], [-0.45, -2.68, 0.72], [-1.86, -1.95, -0.21], [1.84, -2.67, -0.37], [3.16, -2.57, -2.44], [2.07, -2.15, -4.61], [-0.38, -1.80, -4.71], [-1.71, -1.78, -2.65]], "lumo_energy_ev": [0.535, -1.831], "gap_ev": [7.99, 5.87], "spin_multiplicity": 5, "s_squared": 6.035, "e_tot_ev": -33665.4522, "max_force_ev_per_a": 1.52}



{"formula": "C23H18N6OS", "method": "the ωB97M-V functional and the def2-TZVPD basis", "elements": ["O", "C", "C", "N", "N", "N", "C", "C", "C", "C", "C", "C", "N", "C", "C", "C", "S", "C", "N", "C", "C", "C", "C", "C", "C", "C", "C", "N", "C", "C", "C", "H", "H", "H", "H", "H", "H", "H", "H", "H", "H", "H", "H", "H", "H", "H", "H", "H", "H"], "coordinates": [[2.24, 2.70, -3.17], [1.65, 2.02, -2.34], [0.61, 2.71, -1.42], [-0.68, 2.02, -1.32], [-1.43, 1.70, -2.37], [-2.30, 0.79, -2.11], [-2.16, 0.49, -0.80], [-2.93, -0.37, 0.00], [-2.56, -0.56, 1.37], [-1.45, 0.14, 1.89], [-0.63, 0.93, 1.09], [-1.05, 1.18, -0.24], [1.84, 0.56, -2.40], [2.33, -0.10, -3.72], [1.17, -0.65, -4.48], [0.00, 0.00, -4.66], [-1.17, -0.89, -5.47], [0.09, -2.10, -5.69], [1.20, -1.94, -5.00], [1.84, -0.31, -1.30], [1.34, -1.53, -1.39], [1.03, -2.27, -0.28], [1.49, -1.86, 1.05], [1.15, -2.68, 2.24], [1.91, -2.68, 3.44], [1.52, -3.47, 4.50], [0.29, -4.10, 4.43], [-0.50, -4.04, 3.39], [-0.13, -3.30, 2.29], [2.38, -0.84, 1.08], [2.53, -0.06, -0.05], [1.11, 2.85, -0.45], [0.38, 3.68, -1.86], [-3.84, -0.79, -0.53], [-3.21, -1.22, 2.02], [-1.17, -0.13, 2.91], [0.28, 1.36, 1.56], [2.93, 0.61, -4.27], [2.95, -0.98, -3.65], [-0.11, 0.91, -4.21], [0.11, -2.95, -6.37], [0.86, -1.89, -2.32], [0.52, -3.16, -0.47], [2.86, -2.23, 3.53], [2.14, -3.70, 5.33], [0.03, -4.72, 5.24], [-0.79, -3.06, 1.48], [2.84, -0.43, 1.93], [3.10, 0.82, -0.07]], "lumo_energy_ev": 0.149, "gap_ev": 8.52, "e_tot_ev": -45963.4094, "max_force_ev_per_a": 4.95, "smiles": "O=C(Cn1nnc2ccccc21)N(Cc1cscn1)c1ccc(-c2cccnc2)cc1"}



{"formula": "C23H19BBrF2N3O2SY", "method": "the ωB97M-V functional and the def2-TZVPD basis", "elements": ["Y", "Br", "C", "C", "C", "C", "C", "C", "N", "N", "C", "C", "C", "C", "O", "C", "N", "C", "C", "C", "C", "H", "H", "H", "H", "H", "H", "H", "H", "H", "C", "C", "C", "C", "C", "C", "C", "S", "C", "O", "H", "H", "H", "H", "H", "H", "H", "H", "H", "H", "F", "B", "F"], "coordinates": [[-0.25, -1.95, 1.44], [2.31, 7.48, 1.47], [2.81, 6.13, 0.25], [2.78, 6.40, -1.11], [3.17, 5.40, -2.00], [3.52, 4.15, -1.52], [3.57, 3.90, -0.16], [3.22, 4.89, 0.73], [3.98, 3.19, -2.53], [3.58, 2.03, -2.59], [2.45, 1.54, -1.77], [1.22, 2.10, -1.74], [0.14, 1.47, -1.08], [0.31, 0.27, -0.45], [-0.68, -0.39, 0.20], [1.61, -0.33, -0.45], [1.78, -1.51, 0.23], [2.95, -2.10, 0.21], [4.05, -1.58, -0.50], [3.91, -0.40, -1.16], [2.67, 0.28, -1.14], [2.49, 7.37, -1.47], [3.20, 5.59, -3.06], [3.91, 2.94, 0.21], [3.27, 4.72, 1.80], [1.05, 3.05, -2.24], [-0.84, 1.92, -1.08], [3.05, -3.03, 0.76], [4.99, -2.12, -0.50], [4.73, 0.04, -1.71], [-6.04, -0.75, 1.51], [-4.90, -1.56, 0.95], [-4.56, -1.49, -0.40], [-3.51, -2.22, -0.92], [-2.79, -3.05, -0.08], [-3.11, -3.15, 1.28], [-4.15, -2.40, 1.79], [-1.48, -4.02, -0.73], [-2.11, -5.67, -0.60], [-0.41, -3.94, 0.40], [-6.47, -0.11, 0.75], [-5.69, -0.13, 2.34], [-6.82, -1.41, 1.89], [-5.12, -0.82, -1.05], [-3.23, -2.12, -1.97], [-2.56, -3.82, 1.93], [-4.39, -2.46, 2.84], [-2.68, -5.79, 0.31], [-1.24, -6.33, -0.62], [-2.73, -5.84, -1.49], [0.80, -1.21, 4.45], [-0.32, -1.54, 3.80], [-1.43, -1.59, 4.56]], "lumo_energy_ev": -3.254, "gap_ev": 7.19, "charge": 1, "e_tot_ev": -120754.0175, "relative_energy_ev": 0.535, "max_force_ev_per_a": 2.17}



{"formula": "C23H19BF2N6ORuS", "method": "the ωB97M-V functional and the def2-TZVPD basis", "elements": ["Ru", "O", "C", "C", "C", "C", "C", "C", "C", "N", "C", "C", "N", "H", "H", "H", "H", "H", "H", "H", "C", "C", "N", "C", "C", "C", "C", "C", "C", "C", "C", "N", "C", "N", "H", "H", "H", "H", "H", "H", "H", "H", "H", "F", "B", "F", "S", "C", "C", "N", "C", "H", "H", "H"], "coordinates": [[-0.84, -0.65, -0.31], [-2.12, -1.08, 1.06], [-3.13, -0.46, 1.67], [-3.82, -1.16, 2.66], [-4.86, -0.58, 3.36], [-5.23, 0.74, 3.08], [-4.57, 1.44, 2.09], [-3.52, 0.86, 1.36], [-2.88, 1.63, 0.29], [-1.78, 1.31, -0.38], [-1.53, 2.31, -1.30], [-2.50, 3.25, -1.18], [-3.33, 2.81, -0.18], [-3.52, -2.18, 2.86], [-5.38, -1.14, 4.12], [-6.03, 1.21, 3.63], [-4.86, 2.46, 1.90], [-0.69, 2.26, -1.97], [-2.66, 4.17, -1.70], [-4.17, 3.28, 0.13], [0.18, 0.07, -4.18], [-0.21, -0.58, -3.05], [0.41, -0.34, -1.80], [1.47, 0.56, -1.79], [1.93, 1.18, -2.90], [1.25, 0.98, -4.15], [3.12, 2.04, -2.82], [4.21, 1.78, -2.09], [4.46, 0.55, -1.31], [4.28, -0.73, -1.83], [4.52, -1.79, -0.98], [4.93, -1.62, 0.28], [5.11, -0.37, 0.66], [4.90, 0.73, -0.06], [-0.32, -0.16, -5.11], [-0.97, -1.37, -3.06], [1.94, 0.72, -0.83], [1.59, 1.48, -5.05], [3.09, 2.97, -3.38], [4.99, 2.53, -2.01], [3.95, -0.88, -2.85], [4.40, -2.81, -1.32], [5.46, -0.21, 1.68], [1.11, -2.86, -0.12], [0.87, -1.81, 0.69], [1.80, -0.86, 0.89], [-0.82, -3.72, 3.80], [-0.36, -2.13, 4.23], [0.24, -1.52, 3.19], [0.29, -2.30, 2.06], [-0.26, -3.48, 2.23], [-0.52, -1.75, 5.22], [0.67, -0.53, 3.17], [-0.30, -4.22, 1.45]], "lumo_energy_ev": [-3.448, -4.940], "gap_ev": [4.40, 5.85], "spin_multiplicity": 6, "s_squared": 8.786, "charge": 1, "e_tot_ev": -54670.5585, "max_force_ev_per_a": 0.47}



{"formula": "C23H19BrCl2MnN3O7S", "method": "the ωB97M-V functional and the def2-TZVPD basis", "elements": ["Mn", "Br", "C", "C", "C", "C", "C", "C", "C", "C", "C", "C", "H", "H", "H", "H", "H", "H", "C", "C", "N", "C", "C", "N", "C", "O", "O", "C", "O", "O", "H", "H", "H", "H", "H", "Cl", "C", "Cl", "H", "H", "N", "C", "C", "C", "C", "C", "C", "S", "O", "O", "O", "H", "H", "H", "H", "H", "H"], "coordinates": [[0.66, -0.01, -0.03], [2.36, -1.79, 1.01], [3.54, -1.27, -0.47], [4.83, -1.63, -0.32], [5.76, -1.46, -1.36], [5.29, -1.12, -2.64], [3.96, -0.63, -2.80], [3.47, -0.17, -4.03], [2.14, 0.24, -4.11], [1.30, 0.17, -3.02], [1.67, -0.25, -1.76], [3.03, -0.67, -1.62], [5.19, -1.95, 0.66], [6.86, -1.59, -1.18], [5.90, -1.11, -3.55], [4.16, -0.03, -4.86], [1.78, 0.61, -5.02], [0.29, 0.50, -3.09], [2.80, 1.82, 2.20], [1.73, 2.55, 1.52], [0.79, 1.91, 0.80], [-0.08, 2.88, 0.28], [0.30, 4.13, 0.85], [1.50, 3.87, 1.52], [-0.43, 5.39, 1.12], [-1.65, 5.54, 0.60], [0.07, 6.22, 1.91], [-1.29, 2.45, -0.51], [-2.15, 3.32, -0.72], [-1.26, 1.20, -0.79], [3.30, 1.22, 1.43], [2.39, 1.09, 2.90], [3.49, 2.45, 2.72], [1.97, 4.58, 2.10], [-1.88, 4.74, 0.06], [-4.19, 1.00, 3.13], [-5.07, 1.55, 1.70], [-6.38, 0.44, 1.26], [-4.31, 1.66, 0.87], [-5.47, 2.53, 1.94], [-0.97, -0.45, 1.34], [-1.80, -1.66, 0.94], [-3.17, -1.50, 0.58], [-4.00, -2.58, 0.38], [-3.39, -3.88, 0.57], [-2.04, -4.09, 0.93], [-1.24, -2.91, 1.11], [-4.22, -5.25, -0.21], [-5.65, -5.10, -0.23], [-3.65, -6.19, 0.73], [-3.61, -5.41, -1.55], [-0.60, -0.57, 2.29], [-1.59, 0.37, 1.30], [-3.59, -0.54, 0.43], [-5.06, -2.50, 0.11], [-1.61, -5.07, 1.18], [-0.20, -3.06, 1.43]], "lumo_energy_ev": [1.538, 1.518], "gap_ev": [6.80, 6.78], "spin_multiplicity": 6, "s_squared": 8.763, "charge": -1, "e_tot_ev": -180208.4751, "relative_energy_ev": 1.731, "max_force_ev_per_a": 3.33}



{"formula": "C23H19Cl2F3N4O3S", "method": "the ωB97M-V functional and the def2-TZVPD basis", "elements": ["C", "O", "C", "O", "C", "C", "N", "C", "N", "O", "C", "C", "C", "C", "C", "Cl", "C", "C", "S", "C", "C", "C", "C", "N", "C", "N", "C", "C", "C", "F", "F", "F", "C", "C", "Cl", "C", "H", "H", "H", "H", "H", "H", "H", "H", "H", "H", "H", "H", "H", "H", "H", "H", "H", "H", "H"], "coordinates": [[-3.46, -1.40, -5.05], [-2.63, -1.93, -4.03], [-1.78, -1.05, -3.45], [-1.72, 0.11, -3.77], [-0.97, -1.67, -2.40], [-1.25, -2.87, -1.77], [-2.27, -3.76, -1.88], [-3.51, -3.51, -1.77], [-4.06, -2.28, -1.62], [-5.23, -2.12, -0.89], [-4.98, -2.10, 0.53], [-3.82, -1.19, 0.85], [-3.92, 0.17, 0.56], [-2.82, 1.00, 0.73], [-1.63, 0.47, 1.18], [-0.25, 1.50, 1.38], [-1.52, -0.88, 1.48], [-2.61, -1.70, 1.31], [0.01, -3.30, -0.65], [0.88, -1.84, -1.01], [0.25, -1.09, -1.95], [0.85, 0.20, -2.41], [2.33, 0.21, -2.02], [2.49, -0.11, -0.62], [2.68, 0.74, 0.41], [2.85, 0.14, 1.60], [3.09, 0.82, 2.69], [3.20, 2.20, 2.71], [3.49, 2.98, 3.95], [2.61, 3.97, 4.16], [4.70, 3.58, 3.90], [3.49, 2.22, 5.06], [2.99, 2.88, 1.50], [2.72, 2.17, 0.35], [2.37, 3.13, -1.05], [2.18, -1.50, -0.35], [-3.96, -2.26, -5.50], [-4.20, -0.72, -4.62], [-2.87, -0.86, -5.79], [-4.20, -4.34, -1.82], [-3.42, -1.50, -1.51], [-4.77, -3.12, 0.88], [-5.91, -1.74, 0.96], [-4.85, 0.57, 0.20], [-2.90, 2.05, 0.50], [-0.58, -1.28, 1.84], [-2.52, -2.76, 1.52], [0.73, 0.31, -3.49], [0.33, 1.04, -1.94], [2.80, 1.16, -2.26], [2.86, -0.57, -2.59], [3.21, 0.23, 3.59], [3.02, 3.95, 1.47], [2.12, -1.64, 0.73], [2.99, -2.14, -0.73]], "lumo_energy_ev": 0.347, "gap_ev": 8.49, "e_tot_ev": -80294.1870, "relative_energy_ev": 0.000, "max_force_ev_per_a": 1.06, "smiles": "COC(=O)c1c(/N=C\\NOCc2ccc(Cl)cc2)sc2c1CCN(c1ncc(C(F)(F)F)cc1Cl)C2"}



{"formula": "C23H19N5NiO6S", "method": "the ωB97M-V functional and the def2-TZVPD basis", "elements": ["Ni", "N", "C", "N", "C", "N", "N", "C", "C", "C", "C", "C", "C", "N", "C", "C", "C", "C", "C", "C", "H", "H", "H", "H", "H", "H", "H", "H", "H", "H", "H", "O", "C", "C", "O", "C", "C", "O", "C", "O", "O", "O", "S", "C", "C", "C", "C", "H", "H", "H", "H", "H", "H", "H", "H"], "coordinates": [[-0.28, 0.10, 0.13], [-1.64, 0.47, -4.23], [-1.02, -0.06, -3.15], [-1.33, 0.20, -1.93], [-2.39, 1.08, -1.69], [-2.71, 1.36, -0.46], [-1.95, 0.93, 0.50], [-2.45, 0.59, 1.66], [-1.52, 0.23, 2.69], [-1.89, -0.11, 3.99], [-0.92, -0.52, 4.88], [0.41, -0.56, 4.45], [0.70, -0.19, 3.14], [-0.23, 0.18, 2.28], [-3.11, 1.67, -2.79], [-4.18, 2.54, -2.60], [-4.78, 3.15, -3.69], [-4.33, 2.88, -4.98], [-3.30, 1.97, -5.19], [-2.69, 1.37, -4.10], [-1.33, 0.22, -5.16], [-0.23, -0.76, -3.35], [-3.52, 0.54, 1.81], [-2.94, -0.09, 4.27], [-1.18, -0.81, 5.89], [1.19, -0.88, 5.11], [1.71, -0.22, 2.77], [-4.52, 2.73, -1.59], [-5.59, 3.84, -3.54], [-4.78, 3.38, -5.82], [-2.98, 1.74, -6.19], [2.18, -4.71, 2.60], [1.67, -4.05, 1.73], [2.36, -3.14, 0.74], [3.46, -3.30, 0.26], [1.36, -2.11, 0.45], [0.05, -2.58, 0.80], [-0.98, -1.93, 0.51], [0.17, -3.85, 1.55], [-0.71, -4.57, 1.96], [1.53, -0.92, 0.07], [1.02, 1.54, -0.95], [2.47, 1.24, -1.10], [3.02, 2.52, -2.36], [3.48, 1.79, -3.61], [2.59, 0.56, -3.74], [2.62, -0.09, -2.37], [3.82, 3.13, -1.93], [2.15, 3.14, -2.54], [4.52, 1.47, -3.51], [3.41, 2.42, -4.50], [2.93, -0.11, -4.52], [1.57, 0.88, -3.97], [3.56, -0.60, -2.18], [1.80, -0.79, -2.19]], "lumo_energy_ev": [-1.411, -1.455], "gap_ev": [4.81, 4.75], "spin_multiplicity": 3, "s_squared": 2.007, "e_tot_ev": -95771.9867, "max_force_ev_per_a": 3.27}



{"formula": "C23H19N6O4SV", "method": "the ωB97M-V functional and the def2-TZVPD basis", "elements": ["V", "N", "C", "C", "C", "C", "C", "C", "S", "O", "O", "N", "C", "N", "C", "C", "C", "N", "H", "H", "H", "H", "H", "H", "H", "H", "H", "O", "C", "O", "C", "C", "C", "C", "C", "C", "N", "C", "C", "C", "C", "C", "C", "N", "H", "H", "H", "H", "H", "H", "H", "H", "H", "H"], "coordinates": [[-0.17, -0.80, -0.06], [7.94, -0.12, 0.87], [6.61, -0.14, 0.90], [5.90, 0.61, 1.87], [4.54, 0.60, 1.89], [3.83, -0.17, 0.95], [4.52, -0.92, -0.02], [5.88, -0.91, -0.05], [2.15, -0.13, 0.98], [1.43, -1.50, 0.96], [1.65, 0.71, 2.02], [1.45, 0.19, -0.44], [0.88, 1.34, -0.95], [1.38, 2.54, -1.01], [0.57, 3.44, -1.58], [-0.71, 3.13, -2.05], [-1.16, 1.83, -1.88], [-0.36, 0.92, -1.32], [8.48, 0.40, 1.54], [8.46, -0.67, 0.20], [6.45, 1.20, 2.59], [3.99, 1.17, 2.63], [3.97, -1.51, -0.75], [6.42, -1.48, -0.79], [0.96, 4.44, -1.67], [-1.33, 3.88, -2.52], [-2.15, 1.52, -2.17], [-6.80, 3.84, 0.71], [-5.46, 3.88, 0.74], [-4.87, 4.90, 0.87], [-4.72, 2.57, 0.60], [-3.46, 2.51, 1.20], [-2.67, 1.39, 1.04], [-3.15, 0.33, 0.27], [-4.40, 0.38, -0.33], [-5.18, 1.51, -0.16], [-2.28, -0.78, 0.05], [-2.69, -1.99, 0.13], [-1.81, -3.10, -0.26], [-2.24, -4.40, -0.18], [-1.40, -5.40, -0.69], [-0.19, -5.04, -1.25], [0.18, -3.70, -1.26], [-0.61, -2.75, -0.78], [-7.15, 2.93, 0.76], [-3.12, 3.35, 1.78], [-1.70, 1.33, 1.52], [-4.74, -0.43, -0.98], [-6.14, 1.56, -0.66], [-3.71, -2.22, 0.45], [-3.19, -4.65, 0.26], [-1.71, -6.43, -0.66], [0.47, -5.77, -1.68], [1.14, -3.38, -1.65]], "lumo_energy_ev": [-7.277, -7.441], "gap_ev": [6.32, 6.16], "spin_multiplicity": 3, "s_squared": 2.020, "charge": 2, "e_tot_ev": -77799.2618, "relative_energy_ev": 0.691, "max_force_ev_per_a": 1.46}



{"formula": "C23H20Br2F6N3O5S", "method": "the ωB97M-V functional and the def2-TZVPD basis", "elements": ["C", "C", "C", "O", "C", "C", "C", "C", "Br", "C", "C", "Br", "C", "C", "C", "C", "N", "C", "C", "C", "N", "S", "N", "C", "C", "C", "O", "C", "F", "F", "C", "F", "F", "C", "F", "F", "C", "O", "O", "H", "H", "H", "H", "H", "H", "H", "H", "H", "H", "H", "H", "H", "H", "H", "H", "H", "H", "H", "O", "H"], "coordinates": [[0.85, -0.60, -4.72], [2.33, -0.68, -4.32], [2.54, -0.12, -2.93], [1.59, -0.71, -2.07], [1.77, -0.33, -0.71], [0.39, -0.21, -0.09], [-0.32, -1.38, 0.38], [0.42, -2.69, 0.25], [1.22, -3.11, 2.00], [-0.29, -3.90, -0.32], [0.73, -5.05, -0.54], [-1.06, -3.45, -2.05], [-1.55, -1.22, 0.95], [-2.38, -2.31, 1.53], [-2.23, -2.72, 2.84], [-3.06, -3.72, 3.32], [-4.02, -4.31, 2.61], [-4.15, -3.88, 1.35], [-3.37, -2.90, 0.77], [-2.11, 0.08, 1.05], [-3.29, 0.38, 1.60], [-3.47, 1.97, 1.47], [-2.10, 2.36, 0.74], [-1.43, 1.23, 0.57], [-0.15, 1.04, -0.01], [0.55, 2.27, -0.52], [0.45, 2.61, -1.65], [1.45, 3.03, 0.49], [1.39, 2.42, 1.69], [2.72, 2.88, 0.04], [1.16, 4.56, 0.66], [2.31, 5.23, 0.53], [0.31, 4.99, -0.26], [0.56, 4.90, 2.05], [0.22, 6.20, 2.03], [-0.56, 4.18, 2.23], [1.52, 4.73, 3.23], [2.63, 5.14, 3.26], [0.93, 4.10, 4.26], [0.39, 0.29, -4.29], [0.73, -0.57, -5.80], [0.31, -1.46, -4.34], [2.63, -1.73, -4.32], [2.92, -0.14, -5.04], [2.43, 0.96, -2.97], [3.56, -0.34, -2.58], [2.36, 0.57, -0.59], [2.33, -1.13, -0.21], [1.27, -2.53, -0.40], [-1.04, -4.29, 0.34], [0.47, -5.65, -1.40], [1.73, -4.64, -0.62], [0.72, -5.67, 0.36], [-1.48, -2.26, 3.46], [-2.92, -4.06, 4.34], [-4.93, -4.34, 0.76], [-3.51, -2.57, -0.24], [1.52, 4.21, 5.02], [-1.11, 7.62, -1.72], [-0.89, 6.70, -1.51]], "lumo_energy_ev": 0.633, "gap_ev": 2.47, "charge": -1, "e_tot_ev": -206107.0445, "max_force_ev_per_a": 1.30}